(1)
Computed, not measured: a structure of composition C4H11GdO2 at a distorted geometry, with ωB97M-V/def2-TZVPD.

The geometry in XYZ format:
```
18
Properties=species:S:1:pos:R:3:forces:R:3:lowdin_charge:R:1
Gd 1.86911 2.18147 -2.45494 -0.002 -0.283 0.346 1.079
O -0.06682 -0.71168 2.29685 -0.018 -1.257 -5.161 -0.278
O 0.33612 0.19260 -2.00392 0.482 0.595 1.350 -0.453
C -1.07617 0.04097 2.93794 -0.475 0.886 -0.788 -0.195
C 1.47954 0.33289 0.06508 -0.471 -0.616 0.737 -0.224
C -0.75468 -0.20791 -2.81267 -0.740 -0.280 -0.369 -0.068
C 0.47275 -0.42851 -0.75755 0.161 -0.544 0.147 -0.242
H 1.65358 0.42280 1.47585 -1.918 -1.570 -2.445 0.277
H -1.69145 -0.13627 -2.24123 0.276 -0.093 -0.231 0.111
H 0.76726 1.03791 0.56205 1.551 1.292 -0.059 0.104
H -1.61930 -0.53407 3.70523 0.333 0.203 -0.304 0.086
H 2.21160 -0.46422 0.29229 1.131 1.336 0.148 0.112
H -1.78473 0.45509 2.20059 -0.104 -0.362 0.344 0.076
H 0.39830 -1.51849 -0.82988 0.100 0.170 0.002 0.127
H -0.58797 -1.23460 -3.16738 -0.173 0.307 -0.009 0.110
H -0.23460 -0.87365 1.03295 0.093 0.892 5.718 0.211
H -0.78217 0.50710 -3.64428 -0.062 -0.394 0.095 0.089
H -0.59039 0.93858 3.34302 -0.162 -0.282 0.481 0.075
```
Forces are in eV/Å.

Results
net charge: +1
LUMO energy (spin up / spin down): -3.42 / -4.34 eV
spin multiplicity: 9
orbital gap (spin up / spin down): 5.95 / 8.33 eV

(2)
Computed, not measured: the molecule C22H23N3O4S, with ωB97M-V/def2-TZVPD.

The geometry in XYZ format:
```
53
Properties=species:S:1:pos:R:3:forces:R:3:nbo_charge:R:1
S 2.17723 1.48447 1.38346 -0.150 0.050 0.054 0.258
O 2.33442 -3.25551 0.58515 0.253 -0.202 -0.014 -0.594
O -1.44841 2.86959 -1.18545 0.168 -0.024 -0.026 -0.536
O -0.61318 -7.45165 -4.13929 -0.020 0.020 0.002 -0.544
O -1.13922 -0.17713 0.31512 -0.083 -0.072 -0.025 -0.633
N 0.57975 3.56561 2.23974 -0.875 -0.243 -0.286 -0.525
N -0.39688 1.76370 1.21920 -0.521 0.036 -0.046 -0.441
N 0.28484 -2.56839 -0.15723 -0.415 0.157 -0.122 -0.654
C -1.30063 -3.40993 -1.71963 0.087 0.094 0.122 -0.267
C 0.71014 2.45406 1.67424 0.890 -0.107 0.184 0.342
C -1.72900 -4.34384 -2.63698 0.140 -0.221 -0.072 -0.168
C -2.42125 2.01475 -1.74620 -0.063 -0.098 -0.019 -0.262
C -1.78501 3.41421 0.06165 0.040 0.031 0.297 -0.070
C 0.72126 -4.66711 -1.35512 0.166 0.011 0.112 -0.283
C 1.58398 4.38788 2.71559 0.532 0.281 0.201 0.205
C 1.31378 5.11571 3.87477 0.099 -0.113 -0.074 -0.239
C 3.46736 6.16180 3.72672 0.095 0.062 0.002 -0.227
C 1.44799 -1.21138 1.46322 0.177 -0.205 -0.011 -0.503
C -0.07362 -3.55863 -1.06823 -0.035 -0.330 -0.273 0.264
C 2.79850 4.57183 2.05600 -0.177 -0.070 0.027 -0.277
C -0.94006 -5.45721 -2.93172 0.394 0.155 0.348 -0.200
C 0.28476 -5.59588 -2.27487 -0.286 0.009 -0.169 -0.121
C -1.33022 -6.50283 -3.90570 -0.271 -0.068 -0.209 0.576
C 3.72921 5.45857 2.56284 0.120 0.063 0.064 -0.184
C -1.69630 2.40250 1.21883 -0.384 0.217 -0.347 -0.259
C 1.41835 -2.46642 0.58031 -0.104 0.457 0.355 0.683
C -2.66352 -6.33747 -4.59784 0.127 -0.280 -0.121 -0.717
C 2.25713 5.98750 4.37971 0.028 0.021 0.053 -0.197
C -0.22447 0.53206 0.69664 0.207 -0.162 -0.111 0.716
C 1.22569 0.09373 0.68570 0.313 0.238 0.031 -0.420
H -2.81845 -7.17260 -5.27614 0.021 -0.002 0.011 0.238
H 4.20113 6.84883 4.12045 0.057 0.061 0.024 0.215
H 1.55725 -0.02798 -0.35078 -0.183 0.016 0.078 0.260
H -0.40724 -1.82435 -0.05249 0.223 -0.040 0.095 0.434
H -1.91380 -2.54842 -1.49507 -0.071 0.087 0.019 0.213
H -2.68132 -4.19799 -3.12206 -0.097 0.003 -0.054 0.215
H -2.79829 3.84051 0.04637 0.071 -0.003 0.017 0.173
H -2.10124 1.82449 -2.76872 -0.088 -0.041 -0.008 0.197
H 0.89014 -6.45929 -2.50678 0.042 -0.054 -0.012 0.237
H -1.83049 2.92523 2.16633 -0.033 -0.071 -0.064 0.238
H 2.04664 6.53908 5.28407 -0.016 0.042 0.071 0.215
H -2.67962 -5.40832 -5.16312 -0.067 0.116 -0.021 0.228
H -3.40633 2.49458 -1.75604 -0.001 0.017 -0.031 0.164
H -3.46668 -6.31623 -3.86465 -0.106 0.070 0.045 0.228
H 4.66604 5.60001 2.04456 0.077 0.021 -0.041 0.214
H -2.48752 1.06304 -1.20959 -0.026 0.061 -0.038 0.184
H 2.43111 -1.18713 1.93651 -0.145 -0.097 -0.065 0.253
H 0.36726 4.97074 4.37248 -0.114 0.002 -0.001 0.219
H 2.99703 4.04041 1.13752 0.022 -0.001 -0.104 0.219
H -2.44065 1.61139 1.10814 0.091 0.103 0.085 0.234
H 0.69493 -1.31447 2.24915 0.049 0.036 0.021 0.236
H -1.06075 4.21375 0.23632 -0.166 -0.036 0.039 0.206
H 1.66825 -4.78989 -0.85707 0.006 0.004 0.008 0.257
```
Forces are in eV/Å.

Results
SMILES: COCCN1C(=O)[C@H](CC(=O)Nc2ccc(C(C)=O)cc2)S/C1=N\c1ccccc1
net charge: 0
LUMO energy: 0.34 eV
spin multiplicity: 1
orbital gap: 8.97 eV

Going through the records in order, we get DFT total energy values of -1074.423223; -1715.606019 a.u..
Going through the records in order, we get energy above the lowest of the compared OMol25 structures with the same formula, charge and spin values of 121.67; 16.21 kcal/mol.